Record 1
Below is 5 unconnected molecules or ions with the total composition C37H84B2NO14 at a distorted geometry, with properties calculated with ωB97M-V with the def2-TZVPD basis set.

- Max |F|: 0.0770 Eh/bohr
- Calculated total energy: -2617.8554 Eh
- E_HOMO: -4.181 eV
- Charge: -1
- Frontier orbital gap: 6.24 eV
- LUMO energy: 0.076 hartree

Last column: Mulliken charge in e.
Atoms and positions in Å:
C 2.365 3.201 3.904  -0.735
C 2.795 3.437 2.355  -0.130
C 3.961 2.415 1.885  -0.002
C 3.504 1.512 0.617  -0.692
C 3.807 -0.061 0.815  1.130
C 2.482 -0.964 0.621  -0.520
C 2.290 -2.088 1.735  0.524
B 3.375 -3.318 1.773  1.156
O 3.622 -3.948 3.043  -0.457
O 4.023 -3.640 0.533  -0.611
C 4.184 -5.057 0.339  -0.266
C 5.732 -5.414 -0.002  -0.759
O 1.093 -2.804 1.277  -0.814
B -0.187 -2.241 1.811  0.887
C -1.286 -3.318 2.413  -0.878
C -0.809 -4.029 3.767  -0.138
C -1.114 -3.196 5.100  -0.545
C 0.084 -3.137 6.155  0.055
C 0.809 -4.533 6.445  -1.059
C -1.059 -1.483 0.608  0.161
C -1.820 -0.148 1.138  0.100
C -1.254 1.105 0.337  -0.049
O -1.831 1.402 -0.741  -0.657
O -0.161 1.846 0.848  -0.263
O 0.346 -1.366 2.902  -0.521
C 1.741 -1.667 3.194  0.686
C 2.542 -0.590 4.058  0.137
C 3.680 -1.220 4.999  -0.519
C 5.153 -1.043 4.347  0.610
N 6.240 -1.115 5.392  -0.802
H 2.564 4.142 4.509  0.279
H 2.910 2.310 4.364  0.135
H 1.236 3.013 3.907  0.204
H 1.856 3.309 1.728  -0.139
H 3.128 4.527 2.282  0.405
H 4.829 3.080 1.553  0.490
H 4.343 1.767 2.744  -0.284
H 4.107 1.923 -0.273  0.261
H 2.415 1.732 0.393  0.087
H 4.295 -0.172 1.832  -0.744
H 4.544 -0.349 -0.004  0.035
H 2.446 -1.431 -0.426  0.267
H 1.601 -0.227 0.643  -0.640
H 4.568 -3.871 3.274  0.277
H 3.895 -5.698 1.230  0.226
H 3.575 -5.455 -0.550  0.312
H 6.177 -6.153 0.749  0.278
H 5.832 -5.930 -1.024  0.281
H 6.392 -4.482 -0.012  0.006
H -2.286 -2.768 2.501  0.154
H -1.450 -4.147 1.630  0.058
H 0.304 -4.251 3.727  -0.107
H -1.413 -5.007 3.847  0.364
H -1.296 -2.111 4.763  0.060
H -2.095 -3.532 5.577  0.473
H -0.384 -2.806 7.155  0.509
H 0.836 -2.306 5.906  -0.254
H 0.376 -5.005 7.388  0.325
H 1.931 -4.310 6.553  0.211
H 0.724 -5.299 5.613  0.270
H -1.906 -2.226 0.340  -0.706
H -0.450 -1.295 -0.337  0.328
H -2.931 -0.249 0.871  0.201
H -1.768 -0.037 2.266  0.227
H 0.093 2.427 0.097  0.310
H 1.645 -2.547 3.923  -0.666
H 2.969 0.275 3.434  -0.743
H 1.793 -0.086 4.772  0.454
H 3.531 -2.319 5.235  0.022
H 3.725 -0.629 5.984  0.425
H 5.269 -1.831 3.537  -0.407
H 5.260 -0.027 3.841  0.089
H 6.244 -0.185 5.825  0.303
H 7.101 -1.266 4.837  0.302
C 10.823 0.187 -0.572  -0.693
O 9.755 -0.007 -1.487  -0.375
C 9.063 -1.234 -1.259  -0.694
C 7.753 -1.004 -0.514  -0.126
O 7.987 -0.546 0.815  -0.358
C 7.797 0.856 0.948  -0.512
H 11.148 1.226 -0.645  0.243
H 10.520 -0.011 0.459  0.286
H 11.663 -0.463 -0.840  0.331
H 9.697 -1.948 -0.725  0.363
H 8.835 -1.658 -2.243  0.363
H 7.223 -1.958 -0.434  0.141
H 7.108 -0.306 -1.059  0.332
H 6.726 1.084 0.942  -0.017
H 8.297 1.413 0.151  0.408
H 8.216 1.168 1.905  0.283
C -4.197 2.156 -2.737  -0.452
O -5.266 3.032 -2.390  -0.426
C -4.813 4.353 -2.112  -0.539
C -5.064 5.286 -3.291  -0.009
O -4.260 4.929 -4.413  -0.407
C -4.991 4.210 -5.395  -0.509
H -4.627 1.247 -3.162  0.240
H -3.526 2.601 -3.475  0.286
H -3.632 1.890 -1.839  0.238
H -3.756 4.353 -1.829  0.283
H -5.391 4.713 -1.253  0.408
H -4.775 6.302 -3.002  0.382
H -6.126 5.303 -3.560  -0.091
H -5.645 4.895 -5.944  0.099
H -5.587 3.406 -4.952  0.326
H -4.280 3.767 -6.094  0.260
C -3.386 -2.552 -2.193  -0.949
O -3.462 -3.503 -1.139  -0.152
C -4.808 -3.815 -0.795  -0.523
C -5.238 -5.150 -1.391  -0.620
O -5.306 -5.085 -2.814  -0.387
C -4.173 -5.672 -3.436  -0.677
H -2.360 -2.537 -2.563  0.286
H -4.052 -2.806 -3.022  0.482
H -3.635 -1.557 -1.809  0.277
H -5.487 -3.012 -1.098  0.379
H -4.846 -3.891 0.298  0.346
H -6.246 -5.385 -1.034  0.391
H -4.571 -5.957 -1.068  0.315
H -4.242 -6.763 -3.376  0.333
H -3.238 -5.335 -2.982  0.255
H -4.173 -5.379 -4.488  0.239
C -9.250 5.668 -5.011  -0.598
O -9.684 5.479 -6.351  -0.386
C -10.622 6.470 -6.761  -0.496
C -9.960 7.535 -7.628  -0.471
O -9.025 8.306 -6.877  -0.394
C -7.681 7.907 -7.113  -0.738
H -8.375 5.037 -4.844  0.063
H -8.972 6.706 -4.813  0.318
H -10.042 5.360 -4.320  0.384
H -11.119 6.922 -5.897  0.318
H -11.385 5.959 -7.358  0.380
H -10.730 8.227 -7.984  0.389
H -9.481 7.086 -8.505  0.305
H -7.355 8.268 -8.093  0.346
H -7.563 6.822 -7.061  0.309
H -7.053 8.361 -6.345  0.244

Forces on atoms 1 to 2 (eV/Å):
-0.5 0.2 -0.7
0.2 -0.3 1.1

***

Record 2
Below is 10 unconnected molecules or ions with the total composition C37H85Cl10O16P at a distorted geometry, with properties calculated with ωB97M-V with the def2-TZVPD basis set.

- Max |F|: 0.1002 Eh/bohr
- Calculated total energy: -7607.4887 Eh
- E_HOMO: -9.176 eV
- Charge: 0
- Frontier orbital gap: 9.59 eV
- LUMO energy: 0.015 hartree
- SMILES: COP(=O)(OC)OC.COCCOCCOC.COCCOCCOC.COCCOCCOC.COCCOCCOC.ClCCCl.ClCCCl.ClCCCl.ClCCCl.ClCCCl

Last column: Mulliken charge in e.
Atoms and positions in Å:
C -18.215 5.064 -8.478  -0.200
O -19.314 4.449 -7.790  0.252
P -19.780 4.535 -6.219  0.025
O -20.176 5.910 -5.748  0.109
O -21.041 3.442 -5.928  -0.129
C -21.587 3.332 -4.635  -0.720
O -18.457 3.818 -5.376  -0.175
C -18.269 2.343 -5.214  -0.886
H -17.831 5.987 -8.043  0.061
H -18.512 5.399 -9.472  -0.151
H -17.426 4.346 -8.699  0.304
H -22.658 3.435 -4.810  0.066
H -21.332 4.117 -3.922  0.294
H -21.158 2.371 -4.353  0.347
H -18.229 2.066 -4.160  0.309
H -17.327 1.940 -5.586  0.308
H -19.053 1.723 -5.647  0.318
C -26.805 9.260 -9.579  -0.480
O -27.395 10.473 -9.053  -0.422
C -26.661 11.701 -9.162  -0.422
C -26.385 12.274 -10.584  -0.461
O -25.895 11.302 -11.540  -0.071
C -25.939 11.666 -12.895  -0.707
C -25.727 10.379 -13.652  -0.537
O -24.361 10.177 -13.885  -0.457
C -23.641 9.741 -12.699  -0.272
H -25.891 9.287 -10.173  0.141
H -27.650 8.653 -9.902  0.275
H -26.424 8.646 -8.764  0.235
H -25.711 11.552 -8.649  0.297
H -27.242 12.296 -8.456  0.325
H -25.611 13.040 -10.608  0.184
H -27.347 12.594 -10.986  0.332
H -25.434 12.589 -13.181  0.391
H -26.946 12.034 -13.090  0.491
H -26.059 10.380 -14.690  0.362
H -26.240 9.542 -13.177  0.283
H -24.146 8.859 -12.305  0.150
H -23.467 10.528 -11.965  0.196
H -22.615 9.488 -12.964  0.150
C -23.972 2.068 -10.271  -0.813
O -22.666 2.273 -9.778  -0.265
C -21.650 2.321 -10.878  -0.605
C -20.277 2.218 -10.285  -0.004
O -19.218 2.632 -11.105  -0.181
C -18.747 1.770 -12.198  -0.674
C -18.504 2.910 -13.254  -0.104
O -18.031 2.355 -14.462  -0.412
C -18.047 3.389 -15.447  -0.672
H -24.248 2.792 -11.038  0.295
H -24.635 2.057 -9.406  0.247
H -24.035 1.071 -10.706  0.343
H -21.791 3.274 -11.387  0.274
H -21.796 1.640 -11.716  0.509
H -20.189 1.169 -10.001  0.288
H -20.196 2.822 -9.381  -0.162
H -19.573 1.125 -12.500  0.333
H -17.891 1.141 -11.956  0.266
H -17.720 3.518 -12.803  0.256
H -19.490 3.365 -13.341  0.249
H -17.296 4.149 -15.229  0.266
H -19.009 3.834 -15.698  0.271
H -17.709 2.749 -16.262  0.305
C -19.689 13.292 -3.549  -0.734
O -19.180 12.015 -3.649  -0.383
C -20.085 10.994 -3.528  -0.740
C -19.512 9.575 -3.759  0.769
O -18.913 9.471 -5.092  -0.323
C -19.764 9.741 -6.254  0.002
C -19.109 9.128 -7.471  -0.579
O -19.485 9.725 -8.762  -0.103
C -18.609 10.138 -9.747  -0.696
H -20.334 13.545 -2.707  0.349
H -20.177 13.558 -4.487  0.166
H -18.901 14.000 -3.293  0.294
H -20.951 11.102 -4.181  0.327
H -20.456 10.968 -2.504  0.662
H -20.305 8.862 -3.534  -0.876
H -18.766 9.402 -2.983  0.469
H -19.601 10.803 -6.439  0.235
H -20.735 9.250 -6.314  0.276
H -19.298 8.055 -7.423  -0.314
H -18.020 9.174 -7.474  0.493
H -18.159 9.315 -10.301  0.126
H -17.901 10.919 -9.468  0.338
H -19.246 10.652 -10.466  0.261
C -26.607 9.818 -2.681  -0.612
O -27.908 10.074 -2.291  -0.440
C -28.628 8.844 -2.069  -0.384
C -29.004 8.191 -3.414  -0.691
O -27.949 7.371 -3.972  -0.276
C -27.459 6.206 -3.314  -0.335
C -26.436 5.575 -4.248  -0.804
O -25.876 4.453 -3.600  -0.290
C -25.733 3.315 -4.437  -0.686
H -25.951 10.622 -2.347  0.368
H -26.430 9.601 -3.735  0.318
H -25.997 9.049 -2.206  0.155
H -29.594 9.128 -1.653  0.383
H -28.282 8.072 -1.382  0.321
H -29.103 8.931 -4.208  0.320
H -30.026 7.812 -3.378  0.406
H -28.300 5.513 -3.324  0.259
H -27.134 6.535 -2.327  0.321
H -25.711 6.254 -4.697  0.354
H -26.998 5.356 -5.156  0.552
H -25.186 3.711 -5.292  0.216
H -26.655 2.948 -4.887  0.315
H -25.271 2.503 -3.875  0.265
Cl -20.627 6.846 -14.158  -0.127
C -19.093 7.510 -14.347  -0.499
C -18.469 8.174 -13.161  -0.401
Cl -18.264 7.028 -11.857  -0.101
H -18.996 8.168 -15.210  0.385
H -18.482 6.694 -14.730  0.168
H -19.127 9.004 -12.905  0.219
H -17.520 8.641 -13.425  0.352
Cl -22.890 6.805 -10.901  -0.172
C -21.899 6.140 -9.624  0.029
C -22.011 7.123 -8.360  0.647
Cl -23.346 6.451 -7.389  -0.141
H -20.881 6.003 -9.988  -0.105
H -22.187 5.117 -9.384  0.241
H -22.274 8.165 -8.541  0.592
H -21.119 7.002 -7.746  -1.140
Cl -15.301 7.269 -2.506  -0.215
C -15.645 7.867 -4.197  -0.473
C -16.643 7.006 -4.920  0.398
Cl -16.052 5.292 -4.870  -0.187
H -14.636 7.827 -4.608  0.388
H -16.000 8.895 -4.124  0.296
H -16.954 7.220 -5.943  -0.166
H -17.560 7.081 -4.335  -0.059
Cl -23.365 6.393 -0.410  -0.225
C -23.657 6.454 -2.251  0.315
C -22.692 7.511 -3.030  -0.272
Cl -22.755 9.220 -2.350  -0.207
H -24.702 6.728 -2.402  -0.341
H -23.454 5.399 -2.432  0.151
H -22.966 7.520 -4.085  0.214
H -21.636 7.241 -3.008  0.258
Cl -23.143 12.205 -6.507  -0.086
C -23.019 13.939 -6.779  -0.712
C -22.344 14.449 -8.168  -0.441
Cl -23.132 13.746 -9.558  -0.107
H -22.457 14.251 -5.899  0.338
H -23.989 14.435 -6.735  0.373
H -21.288 14.180 -8.181  0.293
H -22.577 15.514 -8.151  0.337

Forces on atoms 1 to 2 (eV/Å):
0.4 0.4 -0.6
-1.5 -0.4 1.7

***

Record 3
Below is 5 unconnected molecules or ions with the total composition C37H86BBr2N6O12P2 at a distorted geometry, with properties calculated with ωB97M-V with the def2-TZVPD basis set.

- Max |F|: 0.0788 Eh/bohr
- Calculated total energy: -8547.7752 Eh
- E_HOMO: -9.722 eV
- Charge: +1
- Frontier orbital gap: 6.44 eV
- LUMO energy: -0.121 hartree

Last column: Mulliken charge in e.
Atoms and positions in Å:
C 2.701 -2.979 1.825  -1.020
C 2.479 -1.464 1.465  -0.286
N 1.042 -1.164 1.317  0.196
C 0.567 -0.833 0.010  -0.456
B 1.005 -1.943 -1.085  0.639
N 1.556 -1.659 -2.418  -0.519
O 0.889 -3.261 -0.747  -0.759
C -1.079 -0.894 -0.109  0.086
C -1.914 -1.373 1.075  -2.117
Br -1.876 -0.169 2.659  -0.001
C -1.608 -2.807 1.587  0.702
C -2.541 -3.095 2.827  -1.593
Br -1.996 -4.217 0.285  -0.069
C -1.590 0.322 -1.069  1.393
C -2.742 1.246 -0.503  -1.706
C -3.946 1.594 -1.418  -0.206
C -4.674 2.813 -0.739  -1.163
O -5.477 2.255 0.307  -0.283
C -6.838 2.671 0.207  -0.771
P -2.489 -0.642 -2.460  -0.907
C -1.439 -1.368 -3.789  -0.458
C -1.236 -2.936 -3.701  -1.254
C -3.779 -1.813 -1.860  -0.119
C -4.828 -1.941 -3.035  -1.240
N -0.354 1.145 -1.439  1.029
N -0.066 1.383 -2.823  -0.246
C 1.142 2.209 -3.094  0.767
C 1.567 3.472 -2.330  -1.098
O 1.824 1.846 -3.960  -0.428
C -1.131 2.189 -3.514  0.323
C -1.621 3.571 -3.101  -1.268
O -1.581 1.718 -4.477  -0.442
C 0.702 0.680 -0.436  0.818
N 2.135 0.822 -0.611  -0.082
P 0.494 1.948 0.998  0.200
N 1.561 1.812 2.135  -0.806
H 3.558 -3.419 1.300  0.212
H 2.924 -3.058 2.900  0.297
H 1.762 -3.523 1.682  0.225
H 3.140 -1.114 0.663  0.134
H 2.816 -0.929 2.366  0.529
H 0.808 -0.478 2.030  0.544
H 2.572 -1.750 -2.429  0.364
H 1.354 -0.723 -2.765  0.047
H 1.490 -3.750 -1.334  0.208
H -1.184 -1.756 -0.791  -0.772
H -2.978 -1.386 0.798  0.888
H -0.591 -2.944 1.955  0.281
H -3.508 -2.598 2.677  0.240
H -2.749 -4.172 2.787  0.572
H -2.056 -2.868 3.778  0.330
H -2.350 2.219 -0.148  0.507
H -3.200 0.808 0.396  0.154
H -4.726 0.827 -1.445  0.297
H -3.712 1.928 -2.432  0.556
H -5.285 3.323 -1.497  0.463
H -3.962 3.522 -0.283  0.413
H -6.910 3.684 0.645  0.303
H -7.490 2.023 0.808  0.247
H -7.216 2.668 -0.826  0.317
H -1.987 -1.216 -4.730  0.933
H -0.458 -0.917 -3.944  0.341
H -1.290 -3.309 -2.669  0.167
H -0.274 -3.196 -4.162  0.331
H -2.020 -3.440 -4.284  0.350
H -3.341 -2.813 -1.752  0.260
H -4.349 -1.490 -0.984  0.389
H -4.909 -3.002 -3.314  0.415
H -4.504 -1.384 -3.925  0.263
H -5.833 -1.637 -2.718  0.338
H -0.548 2.100 -1.093  0.321
H 2.451 3.331 -1.701  0.078
H 0.737 3.952 -1.791  0.245
H 1.855 4.200 -3.104  0.454
H -2.694 3.658 -3.295  0.480
H -1.134 4.357 -3.700  0.185
H -1.400 3.793 -2.044  0.289
H 2.499 0.535 -1.515  0.533
H 2.518 1.738 -0.384  -0.003
H -0.841 1.939 1.465  0.041
H 0.686 3.210 0.363  0.034
H 2.131 2.655 2.179  0.284
C -6.290 -4.766 7.795  -0.697
O -7.034 -5.134 6.644  -0.378
C -6.783 -4.286 5.533  -0.619
C -5.854 -4.945 4.533  -0.406
O -4.544 -5.104 5.064  -0.260
C -4.284 -6.435 5.483  -0.848
H -6.382 -5.570 8.525  0.246
H -5.232 -4.623 7.564  0.294
H -6.699 -3.849 8.231  0.323
H -6.380 -3.323 5.859  0.324
H -7.747 -4.103 5.048  0.391
H -5.767 -4.296 3.655  0.342
H -6.259 -5.906 4.202  0.365
H -4.157 -7.086 4.612  0.314
H -5.084 -6.822 6.118  0.361
H -3.357 -6.431 6.055  0.266
C 6.199 2.896 1.379  -0.871
O 5.087 3.613 0.858  -0.191
C 4.835 4.819 1.573  -0.444
C 5.340 6.031 0.815  -0.612
O 6.756 6.041 0.741  -0.373
C 7.247 5.625 -0.523  -0.684
H 6.452 2.108 0.670  0.231
H 7.069 3.542 1.509  0.366
H 5.935 2.435 2.336  0.330
H 5.274 4.777 2.573  0.393
H 3.747 4.903 1.685  0.302
H 5.041 6.933 1.359  0.387
H 4.895 6.077 -0.185  0.310
H 7.070 6.405 -1.271  0.331
H 6.785 4.690 -0.849  0.260
H 8.321 5.468 -0.430  0.250
C -0.080 3.776 -6.435  -0.743
O 0.164 3.731 -7.825  -0.418
C -0.941 4.201 -8.590  -0.468
C -0.707 5.611 -9.093  -0.497
O -0.686 6.547 -8.021  -0.382
C 0.627 6.949 -7.670  -0.731
H 0.869 3.596 -5.926  0.193
H -0.465 4.753 -6.122  0.422
H -0.781 2.993 -6.140  0.404
H -1.868 4.147 -8.011  0.266
H -1.041 3.533 -9.451  0.418
H -1.537 5.892 -9.747  0.376
H 0.216 5.666 -9.677  0.319
H 1.035 7.615 -8.436  0.344
H 1.292 6.091 -7.537  0.302
H 0.571 7.495 -6.728  0.237
C 5.753 -3.654 3.725  -0.841
O 4.788 -4.341 4.502  -0.309
C 5.147 -5.696 4.750  -0.528
C 5.685 -5.880 6.155  -0.547
O 6.935 -5.224 6.321  -0.372
C 6.823 -3.997 7.022  -0.679
H 5.512 -2.591 3.751  0.227
H 6.763 -3.792 4.119  0.463
H 5.711 -3.999 2.686  0.306
H 5.871 -6.050 4.010  0.362
H 4.235 -6.292 4.643  0.375
H 5.858 -6.946 6.327  0.371
H 4.960 -5.531 6.896  0.337
H 6.630 -4.185 8.083  0.328
H 6.032 -3.366 6.611  0.273
H 7.772 -3.470 6.929  0.246

Forces on atoms 1 to 2 (eV/Å):
-0.1 0.7 0.4
0.5 -1.1 1.3